# 1
The following is a DFT calculation (ωB97M-V/def2-TZVPD) of the molecule C3H6ClOPS.

Geometry as XYZ:
```
13
C3H6ClOPS (ωB97M-V/def2-TZVPD)
H 0.232 0.520 -1.774
H 0.009 1.912 0.551
P -2.949 -0.555 -0.084
Cl -2.132 -1.558 1.372
C 0.268 -0.013 -0.749
H 2.450 0.464 -0.065
O -0.313 -1.173 -0.869
H 2.153 -1.044 -0.792
H 1.606 -0.811 0.829
C -0.484 0.920 0.329
H -0.325 0.327 1.256
S -2.261 1.285 0.158
C 1.747 -0.273 -0.163
```

As for the spin multiplicity: 1. The calculation puts the frontier orbital gap (spin up / spin down) at 0.24086 / 0.24148 Eh. The energy relative to the best compared isomer or geometry (same formula, charge and spin) comes out at 321.3 kJ/mol. As for the LUMO energy (spin up / spin down): -2.01 / -2.01 eV.

=====

# 2
The following is a DFT calculation (ωB97M-V/def2-TZVPD) of a cluster of 2 separate species, C6H14N2O in total.

Geometry as XYZ:
```
23
C6H14N2O (ωB97M-V/def2-TZVPD)
H 2.042 -0.304 -2.386
H 0.437 -1.150 2.340
H -3.200 2.024 -0.831
H 2.804 -0.609 2.395
H -2.252 -1.786 -2.000
H 2.135 -1.370 -0.646
N 1.561 -0.469 0.718
N 1.950 -0.565 -1.416
H -2.680 1.325 0.696
H -3.812 -0.465 -0.685
H -1.501 1.583 -0.603
H 3.581 0.023 0.927
O 0.839 1.349 -0.686
C 0.308 -0.511 1.467
H 2.482 1.059 1.872
H 0.002 0.485 1.804
C 2.670 0.035 1.526
C -2.526 1.290 -0.384
C -2.823 -0.077 -0.911
C -1.992 -0.798 -1.647
C 1.427 0.307 -0.540
H -0.981 -0.466 -1.836
H -0.473 -0.911 0.824
```

As for the spin multiplicity: 1. The calculation puts the frontier orbital gap at 0.37622 Eh. The energy relative to the best compared isomer or geometry (same formula, charge and spin) comes out at 223.2 kJ/mol. As for the SMILES: CN(C)C(N)=O.C=CC. As for the LUMO energy: 0.95 eV.

=====

# 3
The following is a DFT calculation (ωB97M-V/def2-TZVPD) of the molecule C12H22NO4P.

Geometry as XYZ:
```
40
C12H22NO4P (ωB97M-V/def2-TZVPD)
H -0.691 1.699 -1.759
H 6.140 -1.016 -0.092
C 4.807 0.680 -0.072
H -2.590 -2.185 -1.798
H -4.221 -0.846 0.416
N -2.363 0.747 2.817
H 3.209 2.104 -0.330
O 0.367 0.287 -1.371
C -1.929 2.110 -0.367
O 0.091 -1.119 0.767
H 5.325 1.126 -0.923
C -1.380 1.249 0.525
C -4.133 -1.429 -0.499
H 2.885 0.525 -1.045
H -2.192 -3.452 0.202
H -3.504 2.725 0.945
C -2.667 -1.635 -0.857
H 0.108 -3.110 0.564
C 5.070 -0.822 -0.068
C -0.403 -2.267 0.091
C -1.920 0.999 1.788
C -3.148 2.920 -0.061
H -2.194 -2.006 1.217
O -1.446 2.306 -1.586
H 2.942 1.127 1.951
H -2.192 -0.664 -1.009
H -2.912 3.978 -0.171
C 3.322 1.028 -0.182
H 4.661 -1.290 0.823
H 4.618 -1.287 -0.941
H -4.651 -0.902 -1.296
H -3.928 2.683 -0.783
C 2.532 0.639 1.062
H 5.217 1.126 0.837
H 2.542 -0.443 1.210
C -1.917 -2.396 0.235
P 0.107 0.326 0.086
H -0.117 -2.215 -0.965
O 1.179 1.087 0.983
H -4.625 -2.387 -0.344
```

As for the spin multiplicity: 1. The calculation puts the frontier orbital gap at 0.37932 Eh. The energy relative to the best compared isomer or geometry (same formula, charge and spin) comes out at 15.6 kJ/mol. As for the SMILES: CCCCOP(=O)(OCCCC)/C(C#N)=C(/C)O. As for the LUMO energy: 0.82 eV.

=====

# 4
The following is a DFT calculation (ωB97M-V/def2-TZVPD) of the molecule C7H13NO.

Geometry as XYZ:
```
22
C7H13NO (ωB97M-V/def2-TZVPD)
N 0.347 2.278 0.518
H 1.340 2.446 0.414
H 1.939 -0.141 1.198
C 0.106 -1.348 -2.341
H -0.107 2.600 -0.336
C -1.179 0.442 -0.332
H -1.243 1.412 2.412
C -0.256 -1.679 -0.925
C 0.052 0.902 0.779
H -0.813 -1.202 -2.910
C 0.458 -1.325 0.182
H -0.873 -2.565 -0.822
O -1.394 1.212 -1.249
H -1.970 -0.143 0.157
H 0.376 0.908 2.913
H 0.683 -0.428 -2.399
C 1.208 -0.057 0.392
H -0.812 -0.294 2.375
C -0.433 0.713 2.208
H 1.686 0.281 -0.529
H 0.220 -1.850 1.099
H 0.664 -2.164 -2.804
```

As for the spin multiplicity: 1. The calculation puts the frontier orbital gap at 0.35015 Eh. The energy relative to the best compared isomer or geometry (same formula, charge and spin) comes out at 228.9 kJ/mol. As for the SMILES: C/C=C\C[C@@](C)(N)C=O. As for the LUMO energy: 0.69 eV.

=====

# 5
The following is a DFT calculation (ωB97M-V/def2-TZVPD) of a cluster of 2 separate species, C5H9NS3 in total.

Geometry as XYZ:
```
18
C5H9NS3 (ωB97M-V/def2-TZVPD)
S 0.858 -0.277 -2.217
H 1.421 1.584 -0.767
C -0.874 1.094 0.396
C 1.174 2.448 -0.170
H 2.056 2.590 0.450
S -2.166 0.781 -0.533
C 0.551 -1.119 -0.862
H -1.760 -3.212 0.447
H 1.094 3.384 -0.718
H -1.053 -1.915 -1.590
H -0.332 2.959 1.443
H -0.861 -1.690 1.213
H 1.253 -1.263 -0.038
S 0.113 0.444 1.631
N -0.395 -2.018 -0.769
H -0.204 -3.385 0.846
C 0.021 2.129 0.756
C -0.898 -2.533 0.481
```

As for the spin multiplicity: 1. The calculation puts the frontier orbital gap at 0.29191 Eh. The energy relative to the best compared isomer or geometry (same formula, charge and spin) comes out at 106.4 kJ/mol. As for the SMILES: C[C@@H]1SC1=S.CNC=S. As for the LUMO energy: -0.44 eV.

=====

# 6
The following is a DFT calculation (ωB97M-V/def2-TZVPD) of a cluster of 3 separate species, C4H13NO3 in total.

Geometry as XYZ:
```
21
C4H13NO3 (ωB97M-V/def2-TZVPD)
N -0.879 -1.858 -0.772
H 1.433 0.546 -0.099
O 0.362 1.158 -2.215
H -1.589 -0.372 3.143
H 1.678 -1.252 -0.373
O 1.076 3.084 0.140
H -1.279 -2.126 0.128
C 0.913 -0.498 1.574
H -0.901 0.126 0.082
C -0.375 -0.534 -0.609
H 0.264 -1.327 1.991
C 1.043 -0.455 0.074
H 1.205 3.316 -0.785
H -0.297 -2.582 -1.154
C -0.083 0.060 -1.967
H 0.305 0.375 1.935
H -2.220 -1.785 2.937
H 1.550 2.258 0.298
H -0.159 -0.694 -2.762
H 1.892 -0.584 2.044
O -2.072 -0.923 2.527
```

As for the spin multiplicity: 1. The calculation puts the frontier orbital gap at 0.35743 Eh. The energy relative to the best compared isomer or geometry (same formula, charge and spin) comes out at 201.7 kJ/mol. As for the SMILES: CC[C@H](N)C=O.O.O. As for the LUMO energy: 0.52 eV.

=====

# 7
The following is a DFT calculation (ωB97M-V/def2-TZVPD) of a structure of composition C61H54IrN3O3P2SSi.

Geometry as XYZ:
```
126
C61H54IrN3O3P2SSi (ωB97M-V/def2-TZVPD)
C -0.191 5.104 -0.840
C -3.822 -1.731 -2.622
C -1.744 3.528 0.074
C 2.630 -5.266 0.039
C 4.337 -1.502 -2.133
C 2.383 -4.169 -0.768
H -3.032 2.893 6.100
C 2.205 -5.278 1.360
C -5.996 -2.763 -2.376
H 1.545 3.559 -2.571
H 1.927 4.692 0.664
C -2.685 4.543 0.241
C 4.376 1.796 1.272
H -6.933 0.956 -2.365
C -5.051 -2.097 -3.150
C -2.371 5.837 -0.133
C 5.363 0.812 -3.270
C 1.020 1.041 4.207
C -2.529 2.090 2.331
C 1.715 -3.040 -0.270
H 5.605 -3.046 4.108
C 5.577 -0.414 -3.880
C 1.279 -3.081 1.063
C 4.630 0.886 -2.095
H 0.404 -3.963 -2.430
C 3.276 -1.206 2.493
C 1.070 -0.919 -4.696
C 3.861 -1.143 1.229
C -3.899 2.193 -1.522
H 5.567 3.218 2.337
H -6.411 -3.580 -0.436
C 0.624 -3.118 -3.064
C 4.660 3.058 1.770
H -7.500 -2.696 -3.916
C -0.480 3.791 -0.452
H -3.098 6.628 -0.007
H -0.722 3.245 2.528
H 1.797 2.231 2.555
C -3.673 1.667 3.004
C -3.549 -2.026 -1.297
C 2.311 2.618 0.288
C -1.122 6.117 -0.680
H 3.983 5.085 1.942
H -5.278 -1.859 -4.182
C -6.014 1.093 -1.810
C -0.335 -0.111 2.938
C 3.212 1.561 0.539
C -7.319 -3.177 -2.956
C 0.302 -3.171 -4.408
C 5.069 -1.572 -3.306
H 2.181 1.935 -2.669
C -4.590 0.504 0.035
O -1.451 -0.472 -1.415
H 2.321 -0.727 2.668
C -1.590 2.846 3.039
C 3.776 4.100 1.545
C 5.119 -2.512 3.303
H -4.452 1.131 2.493
C 1.175 -1.952 -2.500
H -1.088 -0.819 2.632
N 0.069 0.056 4.202
H -3.090 -1.213 -3.226
C 3.902 -1.878 3.524
N 0.310 0.717 2.120
H 2.398 -6.138 1.987
H -8.141 -2.923 -2.285
H -3.660 4.320 0.656
S -1.955 -1.685 -0.652
H 1.497 1.374 5.111
H 0.102 -1.636 5.449
C 0.519 -2.074 -5.234
P -2.123 1.815 0.556
H 5.570 -1.715 0.053
Ir -0.318 0.480 0.151
C 2.618 3.872 0.813
C -5.685 -3.059 -1.049
C -3.662 1.470 -0.350
H 5.073 0.992 1.470
C 1.279 2.502 -2.462
O -1.182 -2.874 -0.839
C 1.389 -0.865 -3.352
H -4.233 -2.926 0.529
C -4.468 -2.695 -0.502
H -3.176 2.919 -1.869
H -6.485 -0.404 -0.351
N 1.513 -0.581 -0.432
H 0.521 2.265 -3.209
H 0.772 5.342 -1.278
P 3.040 -0.160 -0.056
C -0.426 -0.690 5.349
H -4.746 1.617 4.855
H -4.379 -0.159 0.860
H 1.828 0.024 -2.945
C 1.519 -4.178 1.864
H 1.162 -4.188 2.887
C -5.771 0.340 -0.674
H 0.710 -2.242 1.445
H -5.226 2.572 -3.153
H 6.657 -2.946 1.873
H -0.881 7.127 -0.985
C -2.889 2.668 5.051
H 4.470 1.852 -1.635
H 1.257 -0.058 -5.327
H -1.491 -0.873 5.223
H 0.260 -2.121 -6.284
H -1.020 3.718 4.905
H 6.146 -0.470 -4.799
H -0.135 -4.075 -4.813
C 5.708 -2.458 2.051
O -2.061 -1.271 0.764
H 2.724 -4.179 -1.796
C -3.846 1.950 4.354
C 5.087 -1.769 1.016
C 4.098 -0.268 -1.522
Si 0.713 2.343 -0.682
H 5.765 1.716 -3.707
H -7.350 -4.256 -3.113
C 1.166 1.445 2.918
C 1.482 -1.861 -1.085
H 3.160 -6.119 -0.367
C -1.761 3.126 4.384
H 3.958 -2.416 -1.690
H -0.278 -0.092 6.245
H 3.441 -1.920 4.503
H 5.237 -2.533 -3.772
C -5.062 2.002 -2.249
```

As for the spin multiplicity: 2. The calculation puts the frontier orbital gap (spin up / spin down) at 0.23403 / 0.30022 Eh. The energy relative to the best compared isomer or geometry (same formula, charge and spin) comes out at 0.0 kJ/mol. Its charge is +1. As for the LUMO energy (spin up / spin down): -1.87 / -2.40 eV.

=====

# 8
The following is a DFT calculation (ωB97M-V/def2-TZVPD) of a structure of composition C5H11NO.

Geometry as XYZ:
```
18
C5H11NO (ωB97M-V/def2-TZVPD)
C -1.414 1.283 0.141
H 0.472 3.493 1.692
C -0.246 0.774 0.424
H 0.830 -0.631 -2.076
H 0.914 -0.908 0.926
C 0.044 -2.455 -1.178
H -1.761 2.141 0.704
H -0.730 -2.737 -0.463
N 0.743 1.602 1.775
H 1.001 -2.823 -0.805
O 0.033 2.782 2.174
H -0.160 -2.973 -2.119
H 1.725 0.281 -0.181
H -2.050 0.885 -0.632
C 0.785 -0.133 0.173
H 0.618 0.972 2.566
H -0.877 -0.600 -1.757
C 0.073 -0.955 -1.363
```

As for the spin multiplicity: 1. The calculation puts the frontier orbital gap at 0.34766 Eh. The energy relative to the best compared isomer or geometry (same formula, charge and spin) comes out at 557.0 kJ/mol. As for the LUMO energy: 1.01 eV.

=====

# 9
The following is a DFT calculation (ωB97M-V/def2-TZVPD) of a cluster of 7 separate species, C44H95Cl3NO9 in total.

Geometry as XYZ:
```
152
C44H95Cl3NO9 (ωB97M-V/def2-TZVPD)
O 3.769 -1.665 4.597
H 1.643 7.674 -1.849
C -3.808 1.768 4.111
H -3.413 -8.582 0.413
C 0.664 1.801 3.508
H 2.469 -1.227 6.057
H 6.366 -2.989 -8.214
C -0.877 0.733 -2.444
O 3.280 4.148 4.282
H 4.638 4.983 0.473
H 5.350 -2.879 4.108
H -0.621 0.116 3.579
H -3.447 1.002 -1.961
H -7.519 -9.824 0.621
H 1.718 4.733 -2.684
H -6.362 -10.843 -0.233
H 1.404 -3.971 -3.422
H -4.417 2.495 4.648
H 1.155 -2.361 -6.806
H 4.060 -3.661 -7.470
Cl 3.984 0.394 0.862
C -1.861 -0.445 -2.301
H 3.132 0.453 3.512
H 0.357 6.141 -4.267
O 3.488 -1.818 -6.907
C -0.844 7.757 2.873
H 0.558 8.261 1.322
H -0.661 5.062 -3.295
H -0.068 1.901 0.799
C -2.692 -5.184 -0.948
H 4.091 1.882 3.833
H 0.409 2.146 4.511
O -4.446 -3.617 -1.511
C 3.540 -1.124 5.891
H 1.918 1.019 5.767
H 4.402 -3.084 -9.894
N 2.364 2.317 1.767
H 5.969 -1.304 -7.842
O 0.722 5.282 -1.027
H 1.124 4.035 1.678
H -4.778 -4.242 -2.164
C 0.934 -0.471 2.261
H -3.038 -5.912 -1.689
C 1.570 3.304 1.028
O -5.816 -8.234 -0.676
H 1.858 -1.007 2.443
H -6.303 -10.734 1.534
C 0.245 0.651 -1.406
C 4.506 4.448 1.419
H 3.554 4.728 1.844
C -3.862 -4.356 -0.439
H -3.494 -3.605 0.261
H -5.696 -8.302 1.330
H 0.717 -1.386 -4.618
C 0.455 0.282 3.501
C -3.236 -0.044 -1.729
C 0.523 7.627 2.214
C -4.079 -9.441 0.497
C 0.933 1.995 -1.096
H 0.491 -3.980 -7.080
H -1.953 -4.542 -1.429
H -0.589 -2.579 -6.965
H -5.681 -8.807 -1.439
H 2.610 7.929 2.676
O 0.730 6.299 1.760
C -3.958 -0.357 2.734
C 4.271 -2.635 -7.774
H -0.047 2.286 2.849
O -0.029 -1.966 -4.428
C -6.485 -10.168 0.619
H 3.646 -0.896 -7.139
H 3.101 2.308 5.930
H 2.982 6.560 -1.583
C 5.751 -2.344 -7.584
C -3.336 -0.265 -0.213
H -1.033 8.781 3.204
H 2.777 -2.653 -9.334
H 4.104 0.524 7.116
H -0.634 -3.844 -4.826
H 2.552 7.045 -3.235
H 5.319 -1.298 3.308
H -5.736 -4.612 0.601
H 1.039 0.155 1.386
H -2.960 -0.110 2.372
C -4.909 -5.225 0.238
H -5.803 -1.153 2.044
H -4.483 -5.770 1.084
H -5.055 1.467 2.371
H -5.389 0.272 0.252
H -5.192 -1.345 -0.374
C 3.102 1.442 3.970
C 3.839 -2.437 -9.220
O 1.134 4.463 3.807
H 2.193 3.835 0.312
H -4.023 -0.627 -2.212
H 5.801 -1.406 4.997
H -3.887 -10.095 -0.359
H -2.009 -0.950 -3.252
H 2.350 -3.201 -4.698
H 0.708 2.661 -1.933
C 1.641 8.029 3.166
H 4.892 0.526 5.547
H -3.088 2.325 3.513
H 4.069 -1.741 6.629
Cl 6.172 2.529 0.517
H -2.206 -5.725 -0.135
H -3.273 1.177 4.853
C -4.685 0.892 3.222
H 1.523 9.061 3.507
H -3.025 0.663 0.277
H 1.680 -4.822 -4.953
H -1.441 -1.195 -1.630
H 4.001 -1.399 -9.524
H 2.012 1.835 -1.082
H 0.247 6.041 -0.669
C 3.942 0.339 6.052
C 0.017 5.915 -3.254
C 0.324 -3.027 -6.571
C -4.760 -1.161 1.710
H -1.426 1.670 -2.341
C -5.531 -8.990 0.500
Cl -0.256 -1.768 1.791
C 5.126 -1.819 4.247
H -2.635 -1.037 0.102
C 3.651 2.093 1.320
C 2.092 2.323 3.246
H -0.551 6.773 -2.881
C 0.225 -3.214 -5.065
C 2.184 3.789 3.844
H -3.831 -9.988 1.408
H 5.320 4.761 2.070
H -4.455 -2.209 1.732
H -0.460 0.684 -3.452
H -0.203 0.251 -0.494
H -3.804 -0.995 3.610
C 1.490 -3.846 -4.502
H -5.559 0.570 3.794
C 4.625 2.986 1.154
H -5.320 -5.953 -0.466
C 2.923 1.332 5.481
H 6.039 -2.494 -6.544
C 1.187 5.617 -2.325
H -1.633 7.463 2.178
H 0.717 5.716 2.553
H -0.902 7.095 3.740
C -4.732 -0.602 0.281
H 0.978 -0.095 -1.720
C 2.152 6.793 -2.251
H 0.897 -0.198 4.373
H -0.281 3.428 -0.007
H 1.646 7.367 4.035
C 0.450 2.651 0.203
```

As for the spin multiplicity: 1. The calculation puts the frontier orbital gap at 0.24746 Eh. Its charge is -1. As for the LUMO energy: 1.92 eV.

=====

# 10
The following is a DFT calculation (ωB97M-V/def2-TZVPD) of the molecule C6H11NO2S2.

Geometry as XYZ:
```
22
C6H11NO2S2 (ωB97M-V/def2-TZVPD)
O -0.568 1.259 2.640
C 0.664 -0.999 2.042
H 1.339 -0.133 -3.205
H -0.300 -0.734 -3.573
C 0.461 -0.048 -0.248
N 0.461 1.129 -0.959
H -1.990 -1.157 0.492
C 1.317 -0.145 0.980
H 1.240 -1.054 2.959
H 0.279 1.965 -0.421
H 0.418 -1.992 1.680
H 1.446 0.860 1.392
H -0.014 1.862 -2.856
H -2.150 0.662 0.449
O -1.670 -0.838 3.339
H -1.315 0.911 -2.085
H 2.296 -0.542 0.698
C -1.574 -0.197 0.740
S 0.463 -1.410 -1.379
C -0.228 0.999 -2.226
C 0.331 -0.283 -2.815
S -0.906 -0.115 2.353
```

As for the spin multiplicity: 1. The calculation puts the frontier orbital gap at 0.31769 Eh. The energy relative to the best compared isomer or geometry (same formula, charge and spin) comes out at 78.6 kJ/mol. As for the LUMO energy: 0.45 eV.

=====

# 11
The following is a DFT calculation (ωB97M-V/def2-TZVPD) of a structure of composition C4H14F5N3OSSiTcTe.

Geometry as XYZ:
```
31
C4H14F5N3OSSiTcTe (ωB97M-V/def2-TZVPD)
F 2.280 3.675 0.174
H -2.818 -2.317 1.982
F 0.155 2.390 0.542
N -1.413 -1.146 0.978
H -3.029 -2.453 4.345
H 2.635 -1.748 -2.798
H 2.201 -2.430 0.414
C 3.080 -1.790 0.539
H 3.080 -1.353 1.542
H 3.947 -2.454 0.485
C 3.313 -0.933 -2.536
N -2.017 -1.716 2.127
F 2.022 1.390 1.464
Tc 0.379 0.024 1.350
F 2.768 2.356 -1.969
O 1.463 0.210 -0.651
F 0.450 2.357 -1.742
C 4.225 0.989 -0.209
Te 1.746 2.066 -0.464
H -1.931 -1.554 5.326
H 3.680 1.938 0.035
N -2.245 -1.819 4.402
Si 3.146 -0.504 -0.776
H -1.259 -1.894 0.300
H 4.757 0.800 0.723
H -2.081 -0.497 0.548
S -0.291 -0.257 3.559
C -1.614 -1.345 3.350
H 3.097 -0.078 -3.177
H 4.330 -1.275 -2.751
H 4.919 1.306 -0.987
```

As for the spin multiplicity: 4. The calculation puts the frontier orbital gap (spin up / spin down) at 0.25898 / 0.24851 Eh. The energy relative to the best compared isomer or geometry (same formula, charge and spin) comes out at 184.9 kJ/mol. Its charge is +2. As for the LUMO energy (spin up / spin down): -9.07 / -9.10 eV.